1.
{"formula": "C6H10", "method": "ωB97M-V/def2-TZVPD", "symbols": ["C", "C", "C", "C", "C", "C", "H", "H", "H", "H", "H", "H", "H", "H", "H", "H"], "xyz": [[2.056099, -0.273802, 0.081405], [0.609208, -0.056440, -0.456454], [-0.009361, 1.240926, 0.078487], [-1.256354, 1.015455, 0.545003], [-1.855716, -0.065678, -0.280892], [-0.541741, -0.968610, 0.044967], [2.166782, -0.107072, 1.161725], [2.764566, 0.412745, -0.408692], [2.424201, -1.287648, -0.130038], [0.675936, -0.181479, -1.543736], [0.512111, 2.185272, 0.143093], [-1.721740, 1.373701, 1.448853], [-2.807434, -0.574909, -0.120952], [-1.997759, 0.371894, -1.311419], [-0.685078, -1.941978, -0.383539], [-0.333725, -1.142379, 1.132192]], "forces_ev_per_a": [[-0.24, -0.01, -0.02], [-0.32, 0.08, -0.19], [0.01, 0.24, 0.44], [-0.22, 1.16, -0.15], [1.38, -1.17, 0.45], [-0.36, -0.52, -0.98], [-0.31, -0.03, -0.19], [-0.36, -0.10, 0.06], [-0.26, 0.15, -0.01], [-0.12, 0.34, -0.08], [0.42, -0.17, 0.67], [-0.30, 1.17, -0.35], [0.17, 0.18, 1.01], [0.83, -1.01, 0.65], [0.56, -0.68, -0.64], [-0.90, 0.38, -0.68]], "smiles": "C[C@@H]1C=CCC1", "lumo_ev": 1.3, "e_above_lowest_kcal_mol": 47.5, "gap_ev": 9.53}

***

2.
{"formula": "C23H51BrClN8O9", "method": "ωB97M-V/def2-TZVPD", "symbols": ["O", "C", "O", "C", "Cl", "N", "Br", "H", "H", "C", "C", "O", "N", "C", "H", "H", "H", "H", "H", "H", "H", "C", "C", "O", "N", "C", "H", "H", "H", "H", "H", "H", "H", "C", "C", "O", "N", "C", "H", "H", "H", "H", "H", "H", "H", "C", "C", "O", "N", "C", "H", "H", "H", "H", "H", "H", "H", "C", "C", "O", "N", "C", "H", "H", "H", "H", "H", "H", "H", "C", "C", "O", "N", "C", "H", "H", "H", "H", "H", "H", "H", "C", "C", "O", "N", "C", "H", "H", "H", "H", "H", "H", "H"], "xyz": [[-3.316454, -3.331252, -3.367711], [-2.305442, -3.424530, -4.067523], [-2.072940, -4.045888, -5.127200], [-1.026560, -2.650872, -3.579619], [-0.846592, -2.712075, -1.766020], [-0.873171, -1.290389, -4.040178], [-2.463551, -0.319795, -4.335855], [-0.171400, -3.205565, -3.958396], [-0.429453, -0.761258, -3.292857], [-3.457694, -1.603160, 1.469737], [-2.065679, -2.171833, 1.625972], [-1.080964, -1.606899, 1.171257], [-1.948375, -3.367532, 2.257806], [-2.994896, -4.211860, 2.808994], [-3.383851, -0.665669, 0.930428], [-4.086704, -2.286889, 0.898770], [-3.921292, -1.414737, 2.439615], [-0.999711, -3.706661, 2.296667], [-2.821513, -4.402197, 3.870551], [-2.986833, -5.159029, 2.270886], [-3.961076, -3.731861, 2.691502], [-0.715621, 1.582903, 0.292231], [0.187212, 1.249422, -0.861199], [-0.121596, 0.441311, -1.718878], [1.402807, 1.876498, -0.915019], [1.929295, 2.855766, 0.005471], [-1.616890, 0.995810, 0.174952], [-0.236062, 1.298814, 1.229103], [-0.979440, 2.641087, 0.328041], [1.968702, 1.597725, -1.700735], [2.142292, 3.799114, -0.504966], [2.855784, 2.503741, 0.467021], [1.205253, 3.048852, 0.790263], [-0.453066, 5.631005, -4.063422], [-0.840521, 4.411254, -3.247070], [-1.848250, 4.398224, -2.559341], [-0.007053, 3.345596, -3.321172], [1.208752, 3.229813, -4.094886], [-1.209809, 6.392674, -3.900697], [0.517331, 6.019311, -3.749975], [-0.401716, 5.391296, -5.126038], [-0.296171, 2.544902, -2.775175], [1.121894, 2.403678, -4.801705], [2.058777, 3.025701, -3.434029], [1.403131, 4.136660, -4.651224], [-1.337066, 2.295246, 5.230919], [-1.620669, 1.493092, 3.982003], [-2.504407, 1.774925, 3.189052], [-0.824500, 0.409624, 3.751262], [0.260882, -0.081144, 4.568041], [-2.051653, 3.112889, 5.268613], [-1.450523, 1.681206, 6.123777], [-0.328828, 2.700251, 5.217721], [-1.036180, -0.083835, 2.894442], [1.199750, -0.077138, 4.006959], [0.069773, -1.107883, 4.892271], [0.375191, 0.552340, 5.444344], [2.558196, 2.825647, -8.508708], [2.521722, 4.006588, -7.565622], [1.513661, 4.304462, -6.951621], [3.667891, 4.729816, -7.419367], [4.947762, 4.515990, -8.060166], [1.575834, 2.364785, -8.502854], [2.798086, 3.142289, -9.524529], [3.295444, 2.089352, -8.187131], [3.578242, 5.501766, -6.777843], [5.729198, 4.336112, -7.319403], [5.237196, 5.386388, -8.652462], [4.895961, 3.655398, -8.718327], [2.279415, 2.904220, 9.008075], [2.036643, 2.093870, 7.754204], [1.149942, 2.378204, 6.967315], [2.848310, 1.026994, 7.531397], [3.940820, 0.543554, 8.350014], [1.551523, 3.708667, 9.029689], [2.158141, 2.290577, 9.901279], [3.282594, 3.331659, 9.010161], [2.639372, 0.529292, 6.679337], [4.878502, 0.558061, 7.792004], [3.756549, -0.481489, 8.675762], [4.054776, 1.168161, 9.229475], [-2.796181, -6.725059, -0.385509], [-2.616517, -7.620918, 0.819056], [-2.721733, -7.195643, 1.961303], [-2.325048, -8.929006, 0.592129], [-2.159836, -9.595173, -0.683163], [-3.017002, -5.719100, -0.043798], [-1.889894, -6.689041, -0.990131], [-3.618994, -7.070491, -1.011849], [-2.215732, -9.471898, 1.433797], [-2.884727, -10.403808, -0.795269], [-1.158962, -10.021656, -0.771337], [-2.303809, -8.889351, -1.493688]], "forces_ev_per_a": [[-0.24, -0.12, 0.04], [0.33, -0.08, -0.22], [-0.21, 0.05, 0.08], [0.04, -0.06, -0.07], [-0.09, -0.20, 0.15], [0.10, -0.08, -0.10], [-0.06, 0.04, 0.12], [0.07, 0.06, 0.11], [-0.01, 0.08, -0.10], [0.07, 0.04, 0.01], [-0.27, -0.25, -0.26], [0.19, 0.30, 0.49], [0.07, 0.29, 0.24], [0.24, 0.02, -0.35], [0.04, 0.03, -0.03], [0.00, -0.01, 0.00], [-0.01, -0.04, 0.00], [-0.03, -0.05, -0.09], [-0.04, 0.01, 0.00], [-0.24, 0.01, 0.29], [-0.01, 0.02, 0.02], [-0.08, -0.05, -0.02], [0.15, -0.07, 0.26], [0.11, 0.37, -0.22], [-0.04, -0.11, 0.08], [0.07, -0.02, -0.14], [-0.06, -0.06, 0.03], [-0.04, 0.06, 0.04], [0.06, 0.00, -0.04], [0.01, -0.04, 0.04], [-0.05, 0.03, 0.02], [-0.03, 0.00, 0.05], [0.01, 0.02, 0.01], [-0.13, 0.01, 0.02], [0.15, 0.06, -0.16], [0.02, 0.02, 0.08], [-0.08, 0.12, 0.16], [-0.16, -0.29, 0.26], [-0.02, -0.01, 0.02], [0.02, -0.01, -0.04], [0.07, 0.00, 0.00], [-0.09, -0.05, -0.23], [0.06, 0.04, -0.07], [0.03, 0.07, -0.05], [0.00, 0.00, -0.04], [-0.32, 0.12, -0.24], [0.19, -0.33, -0.15], [-0.07, 0.19, 0.15], [-0.08, 0.09, 0.05], [-0.08, 0.00, -0.07], [-0.03, -0.01, -0.02], [0.10, 0.02, 0.04], [0.01, -0.05, 0.08], [0.04, -0.13, -0.14], [0.02, 0.02, 0.02], [0.00, 0.02, 0.03], [0.06, -0.02, 0.00], [-0.06, 0.02, 0.03], [0.00, -0.12, -0.07], [0.03, 0.17, -0.09], [0.01, 0.00, 0.00], [-0.05, 0.11, 0.11], [-0.02, 0.01, 0.02], [0.04, -0.02, 0.00], [0.02, 0.00, -0.03], [-0.01, 0.00, 0.00], [0.01, -0.06, -0.02], [0.00, -0.03, -0.05], [0.02, -0.01, -0.01], [-0.05, 0.02, -0.04], [0.05, 0.00, 0.05], [0.12, 0.02, 0.12], [0.03, -0.04, 0.00], [-0.06, -0.05, -0.14], [-0.02, 0.00, -0.02], [0.04, 0.00, 0.01], [0.02, -0.02, 0.03], [0.00, 0.01, 0.00], [0.03, 0.04, 0.03], [0.00, 0.01, 0.05], [0.02, 0.00, 0.02], [0.01, -0.05, 0.15], [-0.01, 0.26, -0.24], [0.05, -0.35, 0.04], [0.00, -0.06, 0.02], [0.01, -0.04, 0.14], [0.01, 0.02, -0.02], [-0.03, 0.01, -0.06], [0.04, 0.02, -0.06], [0.00, 0.01, 0.00], [-0.03, 0.02, -0.04], [0.02, 0.03, -0.04], [0.00, 0.00, -0.02]], "total_charge": -1, "lumo_ev": 1.7, "gap_ev": 6.01}

***

3.
{"formula": "C5H8NS", "method": "ωB97M-V/def2-TZVPD", "symbols": ["C", "C", "C", "C", "C", "N", "S", "H", "H", "H", "H", "H", "H", "H", "H"], "xyz": [[2.387987, -1.438652, -0.371580], [1.651343, -2.467780, 0.022226], [0.575708, -2.300302, -1.005171], [-2.303710, 1.763278, 1.119353], [0.310663, 1.573309, 0.034928], [1.188597, -0.976890, -0.797177], [-1.163067, 2.216384, -0.189355], [3.352381, -0.967199, -0.157715], [0.891035, -2.718432, -1.932276], [-0.468045, -2.328846, -0.763077], [-2.123104, 0.811654, 1.596322], [-3.332531, 1.791360, 0.761630], [-2.442867, 2.508910, 1.773455], [0.410122, 0.648860, 0.620665], [1.065486, 1.884345, -0.712226]], "forces_ev_per_a": [[1.73, 0.88, -0.44], [-0.72, -1.62, 1.67], [0.66, 0.95, -0.37], [-0.43, -2.73, -2.09], [-1.08, -1.00, -0.67], [-0.54, 0.74, -0.12], [0.18, 0.87, 0.04], [-0.60, -0.14, -0.29], [-0.20, -0.36, -0.60], [-0.39, -0.41, 0.10], [0.29, -0.15, 0.05], [0.09, -0.61, -1.06], [0.76, 3.03, 2.80], [0.59, 0.78, 0.28], [-0.36, -0.22, 0.71]], "total_charge": 1, "lumo_ev": -6.1, "e_above_lowest_kcal_mol": 158.0, "gap_ev": 5.86}

***

4.
{"formula": "C3H3Cl3O", "method": "ωB97M-V/def2-TZVPD", "symbols": ["Cl", "C", "Cl", "Cl", "H", "C", "C", "O", "H", "H"], "xyz": [[-5.266087, 0.632764, -0.697732], [-3.722937, 1.419940, -0.788176], [-2.781886, 1.221695, 0.689746], [-4.084367, 3.192487, -1.162639], [-3.086908, 1.098374, -1.690375], [0.395884, 1.871302, 1.030589], [0.108384, 0.876238, 0.235901], [-0.108543, 0.045430, -0.573863], [1.330545, 1.793019, 1.444521], [-0.314786, 2.638565, 1.162985]], "forces_ev_per_a": [[-0.05, -0.55, -0.03], [0.87, 1.06, -1.71], [-0.52, 0.19, -0.23], [0.54, -0.83, 0.41], [-1.17, 0.17, 1.62], [-1.21, -0.98, -0.99], [-0.48, -1.29, -2.31], [0.43, 1.23, 1.70], [2.02, 0.29, 1.23], [-0.42, 0.71, 0.31]], "smiles": "ClC(Cl)Cl.C=C=O", "lumo_ev": 0.6, "e_above_lowest_kcal_mol": 26.8, "gap_ev": 10.07}

***

5.
{"formula": "C6H19N6O4P", "method": "ωB97M-V/def2-TZVPD", "symbols": ["C", "N", "C", "C", "O", "C", "O", "P", "N", "H", "H", "H", "H", "H", "H", "H", "H", "H", "H", "H", "N", "C", "N", "O", "H", "H", "H", "H", "N", "C", "N", "O", "H", "H", "H", "H"], "xyz": [[-0.062772, 1.264592, -0.003743], [-1.011552, 0.853728, -1.110753], [-2.366474, 0.556373, -0.572461], [-3.446959, 1.718137, -0.792160], [-3.164269, 2.954469, -0.090579], [-2.211314, 3.752636, -0.767946], [-1.726513, 4.720195, -0.127481], [-5.091044, 1.062245, -0.034629], [-6.373969, 1.457879, -0.935295], [0.056396, 2.398176, 0.039344], [0.951133, 0.759418, -0.221066], [-0.381519, 0.892748, 1.029793], [-0.611010, -0.010603, -1.503573], [-2.752889, -0.365745, -1.156224], [-2.375866, 0.269228, 0.534441], [-3.641721, 1.845119, -1.914907], [-1.813160, 3.558925, -1.820483], [-5.205980, 1.653021, 1.287223], [-4.966139, -0.371611, 0.096660], [-6.784383, 0.540133, -1.195851], [3.040227, -2.361624, -1.336420], [1.797508, -1.849738, -1.172162], [0.991652, -2.570354, -0.353597], [1.430830, -0.816704, -1.719207], [3.360722, -3.207009, -0.896014], [3.669913, -1.854927, -1.937673], [0.058573, -2.222512, -0.204958], [1.274193, -3.418680, 0.103985], [5.450941, -1.467056, 2.954213], [4.718901, -1.871804, 1.886948], [3.847913, -0.949203, 1.411884], [4.835292, -2.984751, 1.390512], [5.370662, -0.559752, 3.375544], [6.109686, -2.126276, 3.335331], [3.288104, -1.217327, 0.618965], [3.734889, -0.031346, 1.802336]], "forces_ev_per_a": [[0.87, -0.10, -0.06], [-0.03, -0.33, 1.91], [-0.60, -0.42, -0.66], [-0.15, -1.69, 0.23], [1.81, 0.05, -2.60], [1.57, 3.30, 3.23], [-1.91, -3.59, -2.53], [-1.58, 1.06, -1.52], [1.06, -1.56, 0.78], [-0.12, -1.52, -0.01], [-1.57, 1.12, 0.25], [0.17, 0.49, -1.28], [-0.23, 0.69, 0.11], [0.31, 1.48, 0.89], [0.18, 0.38, -1.21], [0.20, 0.12, 1.65], [-1.19, -0.51, 1.25], [0.76, -0.54, -0.67], [0.43, 0.85, 0.34], [0.01, 0.93, -0.05], [0.47, 0.08, -0.25], [-0.03, -0.11, -0.44], [-0.62, -0.07, 0.38], [-0.02, -0.11, 0.04], [0.08, 0.10, 0.11], [-0.09, -0.12, 0.09], [0.17, -0.10, 0.01], [0.04, 0.07, -0.03], [0.52, -0.14, 0.52], [-0.04, -0.17, -0.15], [-0.49, 0.27, -0.29], [-0.07, -0.01, -0.02], [-0.02, -0.07, -0.07], [-0.12, 0.13, -0.06], [0.17, 0.12, 0.10], [0.04, -0.09, 0.00]], "smiles": "CNC[C@H](OC=O)[PH2]=N.NC(N)=O.NC(N)=O", "lumo_ev": 0.3, "gap_ev": 8.81}

***

6.
{"formula": "C4H8N", "method": "ωB97M-V/def2-TZVPD", "symbols": ["C", "N", "C", "C", "C", "H", "H", "H", "H", "H", "H", "H", "H"], "xyz": [[-0.024490, -1.312706, 0.568795], [0.379084, -0.317495, -0.469057], [0.953896, 0.845239, 0.173036], [-0.067503, 1.682763, 0.086902], [-0.906813, 0.385830, -0.866014], [-0.058144, -0.834967, 1.604673], [-1.003876, -1.883992, 0.271576], [0.804268, -1.946403, 0.849295], [0.921144, -0.901846, -1.061497], [1.907000, 0.783326, 0.539362], [-0.337225, 2.660098, 0.477375], [-1.768374, 0.128448, -0.277005], [-0.798968, 0.711704, -1.897441]], "forces_ev_per_a": [[-1.17, -1.06, 2.50], [-1.82, -1.38, 2.35], [-1.87, 0.86, -1.19], [-1.31, -2.38, -1.69], [3.27, 4.68, 1.67], [-1.04, 0.05, -1.61], [2.18, 1.05, 0.62], [0.27, -0.82, -0.95], [0.56, 0.11, -1.77], [2.23, 0.20, 1.08], [0.12, -0.25, -0.30], [-0.39, -0.67, -0.74], [-1.03, -0.39, 0.03]], "smiles": "C[N@@H+]1C=CC1", "total_charge": 1, "lumo_ev": -3.4, "e_above_lowest_kcal_mol": 57.3, "gap_ev": 12.20}